Record 1
Molecular formula: C15H25As2N2O2Pt
Method: DFT, ωB97M-V with the def2-TZVPD basis set

Each line ends with the Löwdin charge.
Atoms and positions in Å:
Pt 0.519 -1.170 -1.334  0.808
C 4.365 0.629 -1.807  -0.057
C 2.899 0.324 -1.743  -0.370
N 2.495 -0.998 -1.727  -0.243
O 3.423 -1.821 -0.973  -0.156
C 1.909 1.286 -1.861  -0.353
C 2.137 2.723 -2.219  -0.059
N 0.631 0.841 -1.689  -0.350
O -0.383 1.649 -1.835  -0.256
H 4.911 -0.015 -1.120  0.060
H 4.561 1.668 -1.544  0.063
H 4.764 0.447 -2.813  0.076
H 2.839 -2.542 -0.699  0.012
H 3.048 2.849 -2.805  0.061
H 2.209 3.361 -1.332  0.074
H 1.281 3.076 -2.794  0.059
C -2.893 -0.331 -2.308  -0.291
As -1.771 -0.967 -0.861  0.994
C -2.798 -2.504 -0.252  -0.293
C -2.101 0.337 0.551  -0.388
C -3.004 1.374 0.344  -0.110
C -3.200 2.354 1.304  -0.095
C -2.477 2.309 2.485  -0.099
C -1.567 1.283 2.692  -0.120
C -1.365 0.287 1.741  -0.412
As -0.050 -1.154 2.026  1.127
C -0.063 -1.188 4.006  -0.361
C 1.566 -0.063 1.834  -0.313
H -3.935 -0.226 -2.006  0.022
H -2.818 -1.055 -3.119  0.025
H -2.471 0.620 -2.629  0.014
H -3.777 -2.187 0.109  0.024
H -2.250 -2.997 0.549  -0.003
H -2.914 -3.197 -1.085  0.023
H -3.543 1.443 -0.590  0.084
H -3.901 3.159 1.121  0.096
H -2.608 3.078 3.237  0.094
H -0.997 1.275 3.613  0.079
H 0.198 -0.234 4.465  0.001
H 0.676 -1.928 4.314  0.006
H -1.042 -1.509 4.364  0.011
H 1.607 0.697 2.616  0.018
H 1.546 0.413 0.853  -0.007
H 2.450 -0.699 1.881  0.019
C 0.608 -3.159 -1.033  -0.348
H -0.015 -3.735 -0.347  -0.093
H 1.299 -3.803 -1.583  -0.075

frontier orbital gap (spin up / spin down): 4.67 / 6.07 eV
2S+1: 3
maximum force: 0.136 eV/A
molar mass: 610.30 g/mol
LUMO energy (spin up / spin down): 2.953 / 2.854 eV
ΔE to the lowest compared entry with this formula, charge and spin: 0.000 eV
total charge: -1

---

Record 2
Molecular formula: C15H25MnN5O5
Method: DFT, ωB97M-V with the def2-TZVPD basis set

Each line ends with the Löwdin charge.
Atoms and positions in Å:
O 0.923 3.697 -0.647  -0.145
H 0.579 4.443 -1.160  0.110
Mn -0.675 -0.329 -0.474  0.810
N -1.406 -1.082 -2.170  -0.114
N 0.903 -1.499 -1.358  -0.125
O -2.457 -0.341 -2.797  -0.065
O 2.298 -1.441 -1.147  -0.050
C -0.666 -1.831 -3.009  -0.288
C 0.646 -2.098 -2.530  -0.290
C -1.138 -2.253 -4.354  -0.023
C 1.715 -2.864 -3.204  -0.014
H -2.094 -1.773 -4.605  0.082
H -1.270 -3.347 -4.394  0.096
H -0.388 -1.986 -5.116  0.094
H 2.355 -3.356 -2.460  0.094
H 2.345 -2.198 -3.815  0.106
H 1.260 -3.622 -3.853  0.088
H -1.986 0.346 -3.301  0.098
H 2.407 -0.982 -0.287  0.055
O -0.181 -3.041 0.641  -0.083
H -0.705 -3.801 0.332  0.063
H 0.322 -2.705 -0.155  0.008
C 2.316 3.669 -0.736  -0.139
H 2.768 3.893 0.238  0.089
H 2.685 4.380 -1.485  0.096
H 2.635 2.650 -1.008  0.082
O -0.835 1.497 -1.315  -0.092
H -1.724 1.900 -1.382  0.104
H -0.185 2.194 -1.053  0.057
N -1.316 -0.772 2.156  0.098
C -1.876 0.533 2.179  -0.309
C -2.973 0.853 2.997  0.009
C -3.288 2.206 3.141  -0.040
C -2.535 3.170 2.447  -0.052
C -1.523 2.738 1.595  -0.109
N -1.282 1.430 1.405  0.068
C 0.091 -0.850 2.291  -0.341
C 0.680 -1.426 3.419  0.026
C 2.043 -1.199 3.591  -0.027
C 2.730 -0.389 2.682  -0.038
C 2.070 0.078 1.546  -0.111
N 0.801 -0.319 1.301  0.046
H -1.787 -1.384 2.815  0.139
H -3.487 0.038 3.510  0.119
H -4.139 2.524 3.747  0.118
H -2.718 4.242 2.538  0.111
H -0.855 3.434 1.076  0.102
H 0.033 -1.997 4.086  0.128
H 2.558 -1.643 4.442  0.121
H 3.777 -0.131 2.819  0.115
H 2.546 0.745 0.820  0.120

frontier orbital gap (spin up / spin down): 6.36 / 6.88 eV
2S+1: 5
maximum force: 1.698 eV/A
molar mass: 410.33 g/mol
LUMO energy (spin up / spin down): -2.703 / -2.577 eV
total charge: +1

---

- molar mass of number 2 (C15H25MnN5O5)?
  410.33 g/mol

---

- molar mass of number 1 (C15H25As2N2O2Pt)?
  610.30 g/mol